Record 1
{"formula": "C30H48GeN2OP2SSiV", "method": "ωB97M-V with the def2-TZVPD basis set", "relative_energy_kcal_mol": 10.26, "s_squared": 3.764, "total_energy_ev": -156414.5588, "spin_multiplicity": 4, "species": ["V", "C", "P", "C", "C", "C", "P", "C", "C", "H", "H", "H", "H", "H", "H", "H", "H", "H", "H", "H", "H", "H", "H", "H", "H", "C", "Ge", "C", "C", "C", "H", "H", "H", "H", "H", "H", "H", "H", "H", "H", "H", "C", "N", "C", "N", "S", "H", "H", "H", "H", "H", "H", "O", "Si", "C", "C", "C", "C", "C", "C", "C", "C", "C", "C", "C", "C", "C", "C", "C", "C", "C", "C", "H", "H", "H", "H", "H", "H", "H", "H", "H", "H", "H", "H", "H", "H", "H"], "xyz": [[-0.051, 0.069, -0.045], [0.106, -2.108, -3.366], [-0.799, -1.096, -2.139], [-1.851, -0.088, -3.237], [-1.976, -2.340, -1.467], [-1.245, -3.181, -0.401], [-0.508, -2.061, 0.895], [1.067, -2.931, 1.277], [-1.488, -2.508, 2.371], [-0.599, -2.626, -4.016], [0.744, -2.838, -2.869], [0.744, -1.461, -3.970], [-2.511, -0.719, -3.836], [-1.219, 0.511, -3.894], [-2.446, 0.582, -2.617], [-2.410, -2.957, -2.257], [-2.779, -1.775, -1.000], [-0.422, -3.739, -0.853], [-1.915, -3.904, 0.062], [0.916, -4.004, 1.405], [1.486, -2.514, 2.195], [1.784, -2.762, 0.475], [-1.413, -3.578, 2.556], [-2.531, -2.236, 2.207], [-1.129, -1.956, 3.244], [3.602, 0.496, 0.826], [2.370, 1.732, 1.746], [3.115, 1.917, 3.557], [2.546, 3.536, 0.988], [0.583, 0.985, 1.764], [4.581, 0.957, 0.661], [3.207, 0.184, -0.143], [3.744, -0.395, 1.448], [4.141, 2.309, 3.513], [3.134, 0.955, 4.078], [2.505, 2.614, 4.142], [3.340, 4.071, 1.520], [1.611, 4.093, 1.113], [2.801, 3.502, -0.075], [-0.106, 1.796, 2.022], [0.586, 0.304, 2.633], [0.001, 5.557, -1.778], [0.541, 4.232, -2.038], [0.144, 3.132, -1.387], [-0.921, 3.260, -0.611], [1.017, 1.659, -1.582], [0.425, 6.250, -2.498], [0.245, 5.906, -0.771], [-1.084, 5.571, -1.904], [1.412, 4.142, -2.526], [-1.428, 4.131, -0.570], [-1.397, 2.429, -0.249], [-2.013, 0.747, 0.139], [-3.510, 0.913, 0.692], [-4.105, 2.651, 0.219], [-4.719, 3.532, 1.120], [-5.060, 4.833, 0.751], [-4.799, 5.287, -0.536], [-4.198, 4.431, -1.455], [-3.857, 3.136, -1.076], [-4.707, -0.321, -0.095], [-5.164, -1.470, 0.560], [-5.960, -2.411, -0.091], [-6.334, -2.212, -1.416], [-5.916, -1.066, -2.084], [-5.113, -0.138, -1.429], [-3.745, 0.744, 2.547], [-5.039, 0.736, 3.090], [-5.244, 0.633, 4.463], [-4.152, 0.532, 5.323], [-2.864, 0.536, 4.807], [-2.665, 0.643, 3.433], [-4.924, 3.206, 2.136], [-5.525, 5.495, 1.473], [-5.065, 6.299, -0.823], [-3.997, 4.773, -2.465], [-3.377, 2.488, -1.806], [-4.900, -1.639, 1.601], [-6.297, -3.296, 0.440], [-6.953, -2.944, -1.924], [-6.220, -0.893, -3.111], [-4.794, 0.751, -1.970], [-5.904, 0.804, 2.429], [-6.252, 0.629, 4.861], [-4.311, 0.451, 6.393], [-2.014, 0.462, 5.473], [-1.655, 0.649, 3.037]]}

---

Record 2
{"formula": "C36H61BrF9N4O11", "method": "ωB97M-V with the def2-TZVPD basis set", "charge": 1, "total_energy_ev": -161281.7297, "species": ["C", "C", "C", "F", "N", "C", "C", "C", "C", "O", "C", "C", "F", "F", "C", "F", "F", "C", "F", "F", "C", "F", "F", "C", "C", "O", "O", "Br", "C", "O", "C", "C", "C", "O", "C", "C", "C", "C", "C", "N", "C", "N", "N", "H", "H", "H", "H", "H", "H", "H", "H", "H", "H", "H", "H", "H", "H", "H", "H", "H", "H", "H", "H", "H", "H", "H", "H", "H", "H", "H", "H", "H", "H", "H", "H", "H", "C", "O", "C", "C", "O", "C", "C", "O", "C", "H", "H", "H", "H", "H", "H", "H", "H", "H", "H", "H", "H", "H", "H", "C", "O", "C", "C", "O", "C", "C", "O", "C", "H", "H", "H", "H", "H", "H", "H", "H", "H", "H", "H", "H", "H", "H"], "xyz": [[5.892, -5.228, 3.145], [6.972, -4.056, 3.360], [6.635, -2.703, 2.507], [6.977, -3.017, 1.176], [5.305, -2.143, 2.815], [5.028, -2.007, 4.256], [3.708, -1.483, 4.847], [3.512, -1.406, 6.426], [4.496, -0.208, 6.950], [3.720, 0.532, 7.927], [4.665, 1.359, 8.648], [4.616, 1.168, 10.246], [3.898, -0.015, 10.650], [5.985, 0.921, 10.647], [4.159, 2.480, 11.052], [4.778, 3.672, 10.544], [4.699, 2.334, 12.381], [2.564, 2.638, 11.223], [2.319, 4.057, 11.305], [2.061, 2.071, 12.416], [1.701, 2.111, 9.980], [0.320, 2.361, 10.323], [1.932, 2.874, 8.780], [2.541, -1.009, 3.901], [1.181, -0.417, 4.481], [1.260, 0.612, 5.209], [-0.120, -0.944, 4.228], [-0.531, -2.110, 5.599], [2.871, -1.140, 2.378], [1.888, -0.695, 1.449], [1.134, -1.818, 0.880], [-0.454, -1.697, 1.234], [-1.271, -1.915, -0.162], [-0.769, -2.849, 2.061], [4.275, -1.708, 1.926], [4.494, -1.744, 0.353], [5.586, -0.576, 0.021], [4.890, 0.882, 0.140], [4.985, 1.533, 1.603], [5.918, 2.720, 1.680], [6.085, 2.964, 3.141], [7.052, 2.271, 3.735], [5.222, 3.881, 3.918], [6.496, -6.198, 2.963], [5.358, -5.375, 4.160], [5.173, -5.065, 2.277], [7.967, -4.431, 2.905], [7.204, -3.831, 4.458], [7.417, -1.938, 2.890], [5.823, -2.290, 5.040], [2.435, -1.125, 6.737], [3.735, -2.399, 6.973], [4.751, 0.496, 6.066], [5.429, -0.718, 7.371], [5.756, 1.226, 8.291], [4.395, 2.458, 8.395], [1.776, 0.994, 9.775], [1.246, -1.756, -0.255], [1.597, -2.791, 1.257], [-0.710, -0.707, 1.744], [-2.284, -2.425, 0.054], [-0.653, -2.673, -0.759], [-1.392, -0.940, -0.756], [-0.486, -3.628, 1.522], [4.844, -2.758, -0.032], [3.562, -1.459, -0.248], [6.474, -0.606, 0.764], [6.024, -0.691, -1.034], [5.264, 1.613, -0.664], [3.768, 0.719, -0.073], [3.948, 1.897, 1.944], [5.358, 0.783, 2.409], [6.840, 2.373, 1.373], [7.079, 2.494, 4.743], [5.640, 4.032, 4.848], [4.299, 3.449, 4.096], [-3.846, 1.196, -2.394], [-3.754, 0.416, -3.569], [-4.812, 0.664, -4.490], [-4.316, 0.548, -5.928], [-3.507, 1.646, -6.359], [-2.212, 1.766, -5.769], [-1.226, 0.678, -6.187], [-1.533, -0.556, -5.549], [-1.316, -1.681, -6.385], [-4.664, 0.836, -1.765], [-2.905, 1.101, -1.849], [-3.991, 2.255, -2.635], [-5.244, 1.661, -4.335], [-5.588, -0.089, -4.309], [-5.193, 0.563, -6.583], [-3.814, -0.402, -6.110], [-2.284, 1.854, -4.684], [-1.820, 2.723, -6.128], [-0.215, 0.965, -5.873], [-1.244, 0.578, -7.276], [-1.805, -1.549, -7.355], [-1.757, -2.553, -5.898], [-0.244, -1.850, -6.518], [-6.989, 2.239, -8.606], [-8.294, 1.759, -8.352], [-9.310, 2.706, -8.664], [-10.556, 2.008, -9.200], [-10.424, 1.514, -10.535], [-9.542, 0.406, -10.729], [-10.040, -0.907, -10.130], [-9.909, -0.899, -8.713], [-10.980, -1.552, -8.054], [-6.711, 2.989, -7.861], [-6.297, 1.397, -8.541], [-6.913, 2.661, -9.614], [-8.955, 3.434, -9.405], [-9.558, 3.238, -7.738], [-11.357, 2.752, -9.246], [-10.903, 1.225, -8.526], [-8.533, 0.648, -10.397], [-9.484, 0.273, -11.814], [-9.428, -1.733, -10.509], [-11.080, -1.067, -10.432], [-11.946, -1.183, -8.413], [-10.906, -1.330, -6.988], [-10.908, -2.633, -8.199]]}

---

Record 3
{"formula": "C7H14", "method": "ωB97M-V with the def2-TZVPD basis set", "relative_energy_kcal_mol": 63.00, "smiles": "C=CCCCC=C.[H][H]", "total_energy_ev": -7483.5623, "species": ["C", "C", "C", "C", "C", "C", "C", "H", "H", "H", "H", "H", "H", "H", "H", "H", "H", "H", "H", "H", "H"], "xyz": [[0.994, -0.676, -1.799], [1.166, -1.233, -0.607], [1.460, -0.504, 0.687], [0.812, 0.874, 0.904], [-0.684, 0.899, 1.260], [-1.688, 0.653, 0.154], [-1.574, 1.017, -1.117], [0.755, -1.265, -2.679], [1.058, 0.398, -1.940], [1.117, -2.322, -0.536], [-0.858, -2.107, 0.335], [1.196, -1.157, 1.530], [2.550, -0.373, 0.752], [1.340, 1.334, 1.749], [1.010, 1.524, 0.044], [-0.864, 0.172, 2.065], [-0.908, 1.880, 1.704], [-1.458, -1.714, 0.529], [-2.598, 0.139, 0.464], [-2.335, 0.768, -1.852], [-0.706, 1.555, -1.488]]}

---

Record 4
{"formula": "C45H52BaN12O4S3", "method": "ωB97M-V with the def2-TZVPD basis set", "charge": -2, "relative_energy_kcal_mol": 65.79, "total_energy_ev": -106782.9298, "species": ["Ba", "C", "C", "C", "C", "C", "C", "C", "N", "C", "C", "C", "C", "C", "C", "O", "C", "C", "C", "C", "C", "C", "C", "C", "C", "O", "C", "C", "C", "C", "C", "C", "H", "H", "H", "H", "H", "H", "H", "H", "H", "H", "H", "H", "H", "H", "H", "H", "H", "H", "H", "H", "H", "H", "H", "H", "H", "H", "H", "H", "H", "H", "H", "H", "H", "H", "H", "H", "H", "H", "H", "H", "O", "C", "O", "C", "C", "C", "C", "C", "N", "H", "H", "H", "H", "N", "N", "N", "C", "N", "N", "H", "H", "H", "S", "C", "S", "C", "N", "N", "C", "C", "C", "C", "C", "C", "S", "H", "H", "H", "H", "H", "N", "C", "N", "C", "N"], "xyz": [[-0.232, -0.254, -0.263], [1.706, 6.486, 1.159], [1.652, 5.463, 2.304], [0.339, 5.661, 3.060], [2.824, 5.717, 3.263], [1.783, 4.046, 1.760], [0.943, 3.055, 2.099], [1.196, 1.694, 1.675], [0.483, 0.702, 2.074], [-0.862, 0.929, 2.576], [-1.174, 0.574, 3.877], [-2.470, 0.688, 4.356], [-3.445, 1.159, 3.473], [-3.198, 1.499, 2.155], [-1.867, 1.391, 1.663], [-1.555, 1.680, 0.434], [-4.313, 1.933, 1.206], [-4.004, 3.326, 0.636], [-5.671, 2.007, 1.904], [-4.434, 0.918, 0.059], [-2.876, 0.275, 5.768], [-3.422, 1.490, 6.532], [-1.700, -0.296, 6.559], [-3.967, -0.803, 5.689], [2.384, 1.387, 0.678], [2.000, 0.742, -0.374], [3.230, 2.597, 0.339], [2.900, 3.787, 0.854], [4.339, 2.500, -0.718], [3.756, 3.040, -2.033], [4.888, 1.092, -0.986], [5.539, 3.367, -0.306], [1.436, 7.474, 1.537], [2.700, 6.565, 0.721], [1.006, 6.226, 0.363], [0.262, 6.699, 3.392], [-0.525, 5.437, 2.433], [0.283, 5.024, 3.943], [2.798, 6.747, 3.628], [2.772, 5.043, 4.120], [3.783, 5.556, 2.768], [0.083, 3.201, 2.736], [-0.368, 0.201, 4.497], [-4.461, 1.232, 3.838], [-3.933, 4.062, 1.442], [-3.062, 3.312, 0.094], [-4.806, 3.640, -0.040], [-5.668, 2.718, 2.734], [-6.422, 2.340, 1.184], [-5.986, 1.034, 2.285], [-3.505, 0.854, -0.501], [-4.653, -0.080, 0.442], [-5.238, 1.227, -0.616], [-2.651, 2.256, 6.635], [-4.266, 1.936, 6.006], [-3.758, 1.201, 7.532], [-0.910, 0.444, 6.700], [-2.044, -0.614, 7.547], [-1.264, -1.162, 6.060], [-4.902, -0.395, 5.305], [-3.665, -1.610, 5.021], [-4.165, -1.221, 6.681], [3.469, 4.652, 0.543], [2.951, 2.393, -2.377], [3.357, 4.047, -1.897], [4.529, 3.068, -2.804], [4.106, 0.352, -1.117], [5.476, 1.127, -1.906], [5.565, 0.772, -0.193], [5.295, 4.430, -0.260], [5.924, 3.062, 0.669], [6.338, 3.244, -1.039], [-3.291, -2.770, 1.533], [-2.245, -2.479, 0.957], [-2.099, -1.844, -0.126], [-0.913, -2.993, 1.614], [-0.969, -3.887, 2.677], [0.209, -4.378, 3.210], [1.420, -3.962, 2.680], [1.400, -3.046, 1.638], [0.264, -2.593, 1.124], [-1.943, -4.178, 3.046], [0.187, -5.087, 4.029], [2.367, -4.328, 3.053], [2.323, -2.694, 1.192], [-3.671, -0.304, -4.626], [-2.389, 0.022, -4.198], [-1.616, 0.848, -4.857], [-0.545, 0.854, -4.074], [-0.694, 0.079, -3.002], [-1.893, -0.459, -3.101], [-3.562, -0.914, -5.433], [-4.060, -0.853, -3.863], [0.353, 1.403, -4.290], [2.080, -7.568, -3.490], [2.285, -5.900, -3.633], [1.278, -4.944, -4.675], [2.100, -3.488, -4.191], [3.048, -3.702, -3.323], [3.137, -5.062, -3.023], [4.110, -5.392, -2.037], [4.433, -4.436, -1.079], [5.381, -4.730, -0.114], [6.014, -5.966, -0.102], [5.695, -6.904, -1.068], [4.747, -6.628, -2.041], [1.672, -1.958, -4.865], [3.948, -3.472, -1.105], [5.618, -3.982, 0.627], [6.754, -6.189, 0.656], [6.188, -7.869, -1.074], [4.494, -7.355, -2.793], [3.379, 0.474, 1.650], [4.209, -0.341, 1.723], [5.061, -1.284, 1.878], [6.280, -0.923, 2.252], [7.362, -0.702, 2.596]]}